The following is a DFT calculation (ωB97M-V/def2-TZVPD) of a structure of composition C32H21ClF3N2O8ReS2 at a distorted geometry.

The geometry in XYZ format:
```
70
Properties=species:S:1:pos:R:3:forces:R:3:mulliken_charge:R:1
Re -0.396 -0.072 -0.875 -0.65 -0.30 0.93 2.3209
Cl -6.549 3.097 1.673 -0.29 0.05 0.16 -0.2340
C -5.028 2.310 1.435 -0.02 -0.55 -1.06 0.1772
C -3.973 2.573 2.330 -0.07 -0.48 -0.41 -0.5055
C -2.727 2.043 2.139 -0.01 0.09 -1.22 -1.0606
C -2.449 1.276 0.940 0.57 0.16 1.22 0.4368
O -1.224 0.882 0.733 -0.63 0.23 0.03 -0.1913
C -3.538 0.958 0.109 -0.78 -0.18 -0.79 1.0531
C -3.428 0.103 -1.042 1.81 0.06 0.26 -0.2435
O -2.386 -0.404 -1.526 -0.24 0.48 0.23 -0.7471
C -4.844 1.490 0.340 1.59 0.28 1.44 -1.0971
H -4.202 3.191 3.172 0.09 0.31 0.41 0.4491
H -1.908 2.335 2.781 0.08 -0.29 0.05 0.4415
H -4.296 -0.158 -1.593 -1.22 -0.14 -0.31 0.4398
H -5.596 1.189 -0.341 -0.88 0.10 -0.39 0.4925
O 1.211 -1.878 -4.214 -0.20 0.36 0.80 -0.6973
C 0.870 -0.949 -3.512 0.09 0.28 -0.83 0.4556
O 0.431 -1.089 -2.286 -0.07 -0.58 -0.11 -0.7511
C 0.939 0.461 -4.056 0.71 0.37 -1.65 0.1997
C 1.596 0.507 -5.331 -0.84 0.59 1.36 -0.8598
C 1.759 1.635 -6.066 1.26 1.69 -0.78 -0.7266
C 1.354 2.836 -5.493 -0.53 0.55 0.63 -0.3103
C 0.735 2.869 -4.272 -0.16 -0.65 0.73 -0.9841
C 0.495 1.680 -3.536 0.18 -0.05 -0.53 1.3865
S -0.390 1.919 -2.055 -0.30 0.24 0.45 -0.6230
H 2.028 -0.363 -5.684 0.49 -1.81 -0.52 0.5489
H 2.404 1.730 -6.979 -0.92 -0.67 0.82 0.2570
H 1.505 3.823 -5.881 0.36 0.13 -0.86 0.3616
H 0.478 3.829 -3.820 -0.08 -0.32 -0.12 0.3697
C 2.306 4.701 4.688 0.68 -1.04 -0.39 -1.3122
C 2.407 3.749 3.510 -0.90 -0.27 -0.87 0.8642
C 1.296 3.582 2.640 0.21 0.71 0.15 -0.8635
C 1.336 2.726 1.565 -0.11 -0.29 -0.36 -0.0483
C 2.508 1.989 1.349 -0.13 -0.65 -0.07 0.1438
C 3.612 2.112 2.150 0.17 0.57 1.03 -0.5600
C 3.551 3.010 3.244 -0.17 -0.07 0.10 -0.8593
S 2.607 0.755 0.066 -0.79 1.21 -1.23 1.1622
O 3.784 -0.024 0.250 0.83 -0.19 0.20 -0.7237
O 2.447 1.474 -1.172 0.01 -0.37 0.34 -0.6666
N 1.286 -0.185 0.287 1.12 0.81 -0.01 -0.1791
C 1.401 -1.191 1.251 -1.46 -0.64 -0.65 0.8123
C 2.371 -1.420 2.162 1.31 0.97 0.31 -0.5560
C 2.369 -2.544 2.982 -0.22 0.82 0.75 -1.0444
C 1.294 -3.363 3.009 0.50 -2.86 0.48 -1.0050
C 0.283 -3.278 2.047 0.23 1.90 -1.01 0.6531
C -0.719 -4.216 1.768 -0.35 -1.45 0.07 -0.6433
C -1.601 -4.019 0.735 0.59 -0.43 0.79 -1.3367
C -1.498 -2.841 0.003 -0.71 0.57 -0.65 -0.1765
N -0.607 -1.905 0.208 1.28 -0.78 1.36 0.2500
C 0.359 -2.141 1.192 -1.30 -0.15 -0.49 0.3587
H 2.027 5.687 4.348 -0.13 0.33 -0.01 0.3520
H 3.330 4.736 5.102 -0.72 0.20 0.41 0.3326
H 1.545 4.322 5.392 0.54 0.30 -0.04 0.2975
H 0.415 4.220 2.761 0.21 -0.30 0.17 0.3681
H 0.467 2.604 0.898 0.57 0.07 0.38 0.3498
H 4.476 1.485 1.928 -0.13 0.30 0.25 0.5168
H 4.345 3.138 3.976 0.29 -0.27 -0.42 0.2626
H 3.187 -0.719 2.237 0.11 -0.19 0.08 0.3579
H 3.198 -2.625 3.672 -0.07 -0.35 0.04 0.4015
H 1.338 -4.314 3.577 -0.11 0.80 -0.04 0.2862
H -0.721 -5.201 2.297 -0.08 1.06 -0.26 0.3265
H -2.312 -4.775 0.445 -0.18 0.05 -0.23 0.5911
H -2.179 -2.611 -0.795 -0.34 -0.40 -0.26 0.9017
F -0.451 -5.069 -2.221 0.40 0.53 -0.02 -0.2365
C -1.318 -6.100 -2.298 -0.09 0.31 -0.69 0.8488
F -1.099 -6.795 -1.163 -0.66 -0.18 0.55 -0.2849
F -0.890 -6.894 -3.272 0.31 -0.55 -0.74 -0.2823
C -2.756 -5.470 -2.588 1.39 -0.10 -1.18 0.3422
O -2.999 -5.274 -3.795 -0.11 -0.40 1.39 -0.7013
O -3.269 -5.138 -1.523 -1.31 0.51 0.85 -0.6585
```
Positions in Å, forces in eV/Å.

The calculation puts the gap between HOMO and LUMO (alpha / beta) at 6.4 / 6.0 eV. As for the energy above the lowest of the compared OMol25 structures with the same formula, charge and spin: 0.0 kJ/mol. The calculation puts the strongest force on any atom at 2.940 eV Å⁻¹. The total charge is -1. As for the expectation value of S²: 3.772. The multiplicity is 4. The highest occupied orbital energy (alpha / beta) is -5.5411 / -5.5411 eV. The LUMO energy (alpha / beta) is 0.033 / 0.017 Eh.